Formula: H11NO4
Source: the Open Molecules 2025 dataset
Level of theory: wB97M-V/def2-TZVPD

The geometry in ORCA input format:
```
! RIJCOSX wB97M-V def2-TZVPD def2/J DEFGRID3
* xyz 0 1
N 2.154 -2.754 -0.297
H 2.428 -2.855 0.665
H 2.298 -3.586 -0.851
H 2.685 -2.040 -0.778
O -2.257 1.666 0.572
H -3.003 1.089 0.513
H -1.827 1.219 -0.173
O -0.031 3.495 -0.847
H 0.841 3.904 -0.855
H 0.112 2.559 -0.704
O 0.629 0.034 -0.787
H 0.806 0.031 -1.731
H 1.148 -0.680 -0.403
O -2.291 -0.929 1.809
H -1.398 -1.048 1.571
H -2.293 -0.104 2.296
*
```

The calculated total energy is -9858.41938 eV. Its SMILES is N.O.O.O.O. The value obtained for the LUMO energy is 0.38 eV. As for the relative energy (zero: lowest compared OMol25 entry of this formula, charge and spin): 125.39 kJ/mol. The largest force on an atom is 0.0347 Eh/bohr. The orbital gap comes out at 11.17 eV.

These are the Löwdin partial charges, in e, on atoms 1 to 2: number 1, N, carries 0.0196; number 2, H, carries 0.0177


Formula: C33H39CaN3O5
Source: the Open Molecules 2025 dataset
Level of theory: wB97M-V/def2-TZVPD

The geometry in ORCA input format:
```
! RIJCOSX wB97M-V def2-TZVPD def2/J DEFGRID3
* xyz -2 1
Ca -0.931 -0.188 -0.958
O -2.793 6.002 -1.742
C -2.596 4.628 -1.721
C -3.092 3.903 -0.668
C -2.782 2.525 -0.570
N -1.961 1.995 -1.446
C -1.555 2.717 -2.492
C -1.872 4.007 -2.726
C -0.584 1.939 -3.447
O -0.219 2.448 -4.488
O -0.365 0.791 -3.041
C -3.339 1.560 0.493
O -4.185 2.052 1.277
O -2.906 0.375 0.342
H -3.548 6.239 -1.166
H -3.692 4.286 0.108
H -1.438 4.482 -3.594
C 3.571 1.340 -2.589
C 3.465 0.686 -1.212
C 4.848 0.080 -0.854
C 2.940 1.653 -0.168
C 3.800 2.635 0.331
C 3.401 3.664 1.165
C 2.056 3.672 1.566
C 1.213 2.631 1.232
C -0.130 2.515 1.912
C -0.853 3.862 2.059
C -0.023 1.849 3.302
C 1.632 1.543 0.422
N 0.916 0.370 0.382
C 1.626 -0.819 0.621
C 1.148 -2.037 0.338
N -0.020 -2.264 -0.374
C -0.797 -3.329 0.006
C -0.969 -4.333 -0.972
C -1.772 -5.407 -0.589
C -2.374 -5.584 0.673
C -2.167 -4.564 1.575
C -1.369 -3.439 1.292
C -1.293 -2.309 2.313
C -0.460 -2.610 3.559
C -2.736 -1.877 2.702
C -0.378 -4.194 -2.359
C 1.159 -4.150 -2.329
C -1.037 -3.076 -3.190
H 3.976 0.644 -3.299
H 4.281 2.180 -2.570
H 2.632 1.695 -2.978
H 2.811 -0.138 -1.218
H 5.644 0.765 -1.074
H 5.044 -0.799 -1.509
H 4.833 -0.337 0.153
H 4.814 2.738 -0.098
H 4.089 4.487 1.413
H 1.682 4.457 2.211
H -0.711 1.838 1.290
H -0.217 4.564 2.596
H -1.776 3.732 2.617
H -1.048 4.312 1.084
H 0.581 2.514 3.947
H 0.393 0.812 3.172
H -1.038 1.719 3.767
H 2.643 -0.762 1.032
H 1.697 -2.937 0.707
H -1.840 -6.230 -1.339
H -3.025 -6.426 0.842
H -2.627 -4.654 2.556
H -0.905 -1.413 1.778
H -0.954 -3.330 4.189
H -0.379 -1.671 4.159
H 0.561 -2.879 3.262
H -3.394 -2.615 3.042
H -3.217 -1.416 1.833
H -2.647 -1.038 3.422
H -0.606 -5.092 -2.878
H 1.557 -3.200 -2.027
H 1.548 -4.473 -3.297
H 1.539 -4.903 -1.621
H -0.715 -2.150 -2.725
H -2.118 -3.170 -3.198
H -0.645 -3.093 -4.217
*
```

The calculated total energy is -68006.04260 eV. The value obtained for the LUMO energy is 4.36 eV. The largest force on an atom is 0.0513 Eh/bohr. The orbital gap comes out at 4.62 eV.

These are the Löwdin partial charges, in e, on atoms 1 to 2: number 1, Ca, carries 1.4284; number 2, O, carries 0.0216


Formula: C14H28BiS7
Source: the Open Molecules 2025 dataset
Level of theory: wB97M-V/def2-TZVPD

The geometry in ORCA input format:
```
! RIJCOSX wB97M-V def2-TZVPD def2/J DEFGRID3
* xyz 3 1
Bi 0.252 -0.103 -0.098
C -2.195 -2.100 -2.250
C -3.157 -1.327 -1.365
S -2.529 0.309 -0.813
C -3.278 0.381 0.864
C -2.648 1.434 1.757
S -0.872 1.253 2.150
C -0.727 0.022 3.497
C -1.052 -1.432 3.200
S -0.004 -2.201 1.897
C -1.267 -3.258 1.078
C -0.842 -3.762 -0.289
S -0.541 -2.504 -1.585
H -1.979 -1.555 -3.170
H -2.655 -3.046 -2.536
H -3.449 -1.890 -0.481
H -4.060 -1.122 -1.943
H -3.227 -0.615 1.300
H -4.328 0.641 0.719
H -3.180 1.476 2.708
H -2.714 2.423 1.301
H -1.368 0.375 4.306
H 0.308 0.137 3.824
H -2.093 -1.574 2.919
H -0.869 -2.007 4.110
H -2.195 -2.691 1.032
H -1.416 -4.116 1.735
H -1.600 -4.441 -0.683
H 0.094 -4.319 -0.231
C 1.103 1.880 -2.974
C 2.449 1.185 -2.913
S 2.437 -0.404 -1.991
C 3.886 -0.269 -0.879
C 3.962 0.946 0.026
S 2.516 1.190 1.133
C 2.073 2.939 0.828
C 1.698 3.360 -0.581
S 0.346 2.410 -1.388
H 0.345 1.247 -3.439
H 1.185 2.783 -3.581
H 3.229 1.814 -2.491
H 2.750 0.938 -3.932
H 4.773 -0.304 -1.512
H 3.858 -1.198 -0.306
H 4.099 1.871 -0.529
H 4.822 0.827 0.686
H 2.926 3.533 1.158
H 1.260 3.129 1.528
H 2.545 3.349 -1.263
H 1.329 4.385 -0.531
*
```

The calculated total energy is -96633.63580 eV. The value obtained for the LUMO energy is -9.85 eV. The largest force on an atom is 0.0080 Eh/bohr. The orbital gap comes out at 7.77 eV.

These are the Löwdin partial charges, in e, on atoms 1 to 2: number 1, Bi, carries 1.0968; number 2, C, carries -0.4685


Formula: C3H9O2PS2
Source: the Open Molecules 2025 dataset
Level of theory: wB97M-V/def2-TZVPD

The geometry in ORCA input format:
```
! RIJCOSX wB97M-V def2-TZVPD def2/J DEFGRID3
* xyz 0 1
C 1.857 -1.283 0.789
C 0.397 1.440 -2.312
C -2.057 -0.531 0.737
O -2.075 -0.615 2.121
O 0.432 -1.266 0.781
P -0.357 -0.027 0.164
S 0.726 2.223 1.206
S -0.274 -0.208 -1.925
H 2.258 -0.267 0.816
H 2.226 -1.804 -0.096
H 2.162 -1.818 1.688
H 1.319 1.309 -2.869
H 0.591 1.969 -1.378
H -0.327 1.982 -2.911
H -2.783 0.193 0.339
H -2.275 -1.528 0.343
H -1.819 0.233 2.508
*
```

The calculated total energy is -38309.69433 eV. The value obtained for the LUMO energy is -1.12 eV. As for the relative energy (zero: lowest compared OMol25 entry of this formula, charge and spin): 299.57 kJ/mol. The largest force on an atom is 0.0679 Eh/bohr. The orbital gap comes out at 7.34 eV.

These are the Löwdin partial charges, in e, on atoms 1 to 2: number 1, C, carries -0.1327; number 2, C, carries -0.4595


Formula: C5H14O
Source: the Open Molecules 2025 dataset
Level of theory: wB97M-V/def2-TZVPD

The geometry in ORCA input format:
```
! RIJCOSX wB97M-V def2-TZVPD def2/J DEFGRID3
* xyz 0 1
C 0.635 -0.452 -1.215
C -0.616 -1.244 -0.895
C -0.894 -2.402 -1.810
O -0.513 -1.820 0.437
H 1.551 -1.026 -1.381
H 0.934 0.186 -0.385
H 0.421 0.165 -2.095
H -1.464 -0.556 -0.840
H -1.363 -2.135 -2.753
H -0.070 -3.108 -1.967
H -1.585 -3.065 -1.307
H -0.754 -1.148 1.079
C 0.052 2.492 1.152
C 0.868 1.596 2.097
H -0.932 2.686 1.596
H 0.400 3.532 1.173
H 0.103 2.128 0.141
H 1.936 1.780 1.952
H 0.681 0.540 1.899
H 0.611 1.853 3.122
*
```

The calculated total energy is -7459.01838 eV. Its SMILES is CC(C)O.CC. The value obtained for the LUMO energy is 0.94 eV. As for the relative energy (zero: lowest compared OMol25 entry of this formula, charge and spin): 74.00 kJ/mol. The largest force on an atom is 0.0313 Eh/bohr. The orbital gap comes out at 11.21 eV.

These are the Löwdin partial charges, in e, on atoms 1 to 2: number 1, C, carries -0.0586; number 2, C, carries -0.4716


Formula: C20H19BrF5FeN2O3S
Source: the Open Molecules 2025 dataset
Level of theory: wB97M-V/def2-TZVPD

The geometry in ORCA input format:
```
! RIJCOSX wB97M-V def2-TZVPD def2/J DEFGRID3
* xyz 1 5
Fe -1.797 0.088 1.212
C -4.738 -1.546 0.255
O -3.341 -1.263 0.054
C -2.770 -1.776 -1.082
C -3.397 -2.587 -1.991
C -2.687 -3.034 -3.116
Br -3.567 -4.141 -4.364
C -1.385 -2.676 -3.318
C -0.735 -1.847 -2.382
C -1.414 -1.382 -1.248
O -0.859 -0.608 -0.344
C 0.635 -1.446 -2.578
N 1.314 -0.631 -1.769
C 2.602 -0.444 -2.257
C 3.673 0.306 -1.792
C 4.832 0.262 -2.542
C 4.921 -0.502 -3.714
C 3.853 -1.247 -4.178
C 2.692 -1.199 -3.422
N 1.448 -1.807 -3.584
H -4.884 -2.621 0.352
H -5.315 -1.152 -0.581
H -5.024 -1.048 1.172
H -4.426 -2.885 -1.865
H -0.874 -3.033 -4.202
H 0.850 -0.273 -0.933
H 3.600 0.902 -0.893
H 5.693 0.832 -2.221
H 5.849 -0.506 -4.269
H 3.923 -1.833 -5.083
H 1.190 -2.428 -4.332
O -0.084 0.765 1.992
S 0.538 0.992 3.377
C 0.557 2.800 3.572
C 2.015 3.247 3.592
C 2.749 2.308 2.639
C 2.321 0.915 3.078
H -0.026 3.066 4.450
H 0.030 3.150 2.684
H 2.432 3.153 4.597
H 2.097 4.294 3.303
H 3.831 2.423 2.697
H 2.443 2.493 1.607
H 2.776 0.634 4.030
H 2.482 0.106 2.367
F -3.967 -0.148 3.102
C -3.412 0.863 2.317
F -4.447 1.334 1.522
C -3.143 2.009 3.299
F -4.223 2.459 3.921
F -2.252 1.619 4.236
F -2.581 3.044 2.634
*
```

The calculated total energy is -159019.01113 eV. The value obtained for the LUMO energy (alpha / beta) is -3.12 / -3.15 eV. As for the relative energy (zero: lowest compared OMol25 entry of this formula, charge and spin): 10.84 kJ/mol. The largest force on an atom is 0.0058 Eh/bohr. The orbital gap (alpha / beta) comes out at 7.85 / 7.89 eV.

These are the Löwdin partial charges, in e, on atoms 1 to 2: number 1, Fe, carries 0.9858; number 2, C, carries -0.0161